Entry 1:
{
  "formula": "C5H12NO",
  "method": "ωB97M-V with the def2-TZVPD basis set",
  "total_charge": 1,
  "symbols": ["C", "H", "H", "H", "H", "H", "H", "H", "N", "O", "C", "C", "H", "H", "H", "H", "C", "C", "H"],
  "xyz": [[-0.886, 1.890, -0.710], [-0.208, 2.643, -0.278], [-1.619, 2.287, -1.422], [-0.722, -0.892, 1.262], [2.576, -2.137, 0.512], [-2.341, 0.589, -0.080], [2.469, 0.564, -0.719], [3.976, -1.386, -0.060], [-1.337, 0.801, -0.193], [-3.669, 0.467, 1.050], [-0.466, -0.154, 0.474], [1.942, -0.238, -0.175], [-3.862, 0.526, 1.979], [-4.325, -0.249, 0.813], [2.895, -1.912, -1.326], [1.943, 0.033, 0.917], [0.548, -0.383, -0.460], [2.909, -1.472, -0.309], [0.176, -0.976, -1.274]]
}

---

Entry 2:
{
  "formula": "C2HBr2Cl3S",
  "method": "ωB97M-V with the def2-TZVPD basis set",
  "total_charge": 0,
  "symbols": ["Br", "Cl", "Cl", "C", "S", "Br", "C", "Cl", "H"],
  "xyz": [[1.957, 1.442, 0.255], [-2.734, 1.526, -0.961], [1.624, -1.132, 1.660], [-0.434, -0.048, 0.240], [-0.884, 0.846, -1.405], [-1.365, -1.706, 0.344], [1.031, -0.255, 0.177], [1.477, -1.193, -1.336], [-0.672, 0.520, 1.027]]
}

---

Entry 3:
{
  "formula": "C4H7NO2",
  "method": "ωB97M-V with the def2-TZVPD basis set",
  "total_charge": 1,
  "spin_multiplicity": 2,
  "symbols": ["H", "C", "C", "H", "H", "C", "H", "O", "N", "H", "C", "O", "H", "H"],
  "xyz": [[-0.843, 2.572, -0.603], [0.245, 0.212, -1.085], [-1.135, -0.401, 0.763], [-0.093, -0.736, -1.504], [2.338, 0.698, -0.196], [-1.006, 2.000, 0.305], [-0.452, 2.357, 1.169], [-0.906, -1.550, 0.480], [-0.568, 0.606, -0.027], [-1.797, -0.135, 1.588], [1.658, -0.131, -0.447], [1.852, -1.191, 0.018], [-2.069, 1.938, 0.517], [0.424, 0.968, -1.845]]
}

---

Entry 4:
{
  "formula": "C33H50O33",
  "method": "ωB97M-V with the def2-TZVPD basis set",
  "total_charge": 0,
  "symbols": ["C", "H", "O", "H", "C", "H", "H", "O", "H", "C", "C", "C", "H", "C", "H", "H", "C", "H", "C", "H", "H", "O", "C", "H", "H", "C", "H", "C", "C", "H", "H", "O", "O", "C", "O", "H", "O", "H", "O", "H", "H", "H", "H", "O", "H", "C", "O", "O", "O", "C", "H", "H", "H", "H", "O", "H", "C", "C", "C", "C", "H", "O", "O", "O", "H", "H", "C", "H", "C", "H", "H", "O", "C", "O", "O", "H", "O", "H", "O", "C", "C", "O", "H", "O", "O", "H", "H", "C", "O", "C", "C", "C", "H", "O", "C", "H", "O", "C", "O", "H", "H", "H", "H", "H", "C", "C", "O", "H", "H", "H", "H", "O", "O", "O", "O", "C"],
  "xyz": [[-6.120, 0.332, 3.077], [4.641, -6.579, -2.107], [-4.998, 1.032, 3.635], [-6.806, 0.036, 3.869], [-4.713, 2.102, 2.866], [3.925, 1.576, -4.010], [0.136, 3.908, 7.259], [4.274, 2.848, 0.740], [-8.462, -0.995, 0.697], [-1.934, -2.794, 0.410], [-1.617, 1.323, 1.200], [3.267, -2.312, 0.836], [1.228, -0.228, 3.834], [4.317, -3.494, -2.579], [1.056, 4.975, 6.188], [-1.932, 2.244, 0.713], [0.678, 0.083, -6.908], [-1.523, 3.671, 2.583], [5.029, -5.613, -2.419], [-2.477, -2.174, 2.428], [-1.301, -1.921, 0.302], [-5.986, -0.747, -0.210], [0.607, 5.099, 1.260], [3.733, -2.911, 0.064], [5.925, -0.386, -2.926], [0.712, 1.951, 5.244], [1.061, -0.271, -2.536], [0.185, 0.060, 3.972], [3.769, 3.163, 2.050], [-2.245, 4.341, 0.401], [-2.428, -2.956, -0.553], [1.765, 5.228, 1.013], [3.024, 1.103, 1.282], [-6.638, -0.824, -1.226], [3.704, -0.402, -4.721], [-5.781, -0.591, 2.604], [1.024, -0.143, -0.471], [-2.116, 6.050, 0.867], [2.812, -2.842, 3.065], [-1.649, 1.471, 2.278], [2.718, 1.631, 3.247], [3.390, 4.177, 2.070], [-2.362, 0.542, 1.035], [4.274, 1.011, -0.555], [-5.297, 1.311, -2.767], [-6.721, 1.374, 2.141], [4.637, -3.854, -3.828], [-6.313, -0.494, -2.459], [-0.354, 5.187, 0.308], [-2.902, -2.732, 1.592], [5.704, -5.487, -4.480], [-0.253, -0.546, 4.759], [2.413, -1.113, -1.688], [0.764, -1.766, -1.700], [0.404, 3.243, 5.325], [-3.872, -2.356, 1.283], [-1.636, 5.071, 0.923], [4.145, 0.546, -3.739], [0.886, 3.940, 6.466], [-5.104, 0.245, -2.653], [1.697, 2.508, 2.076], [4.649, -1.557, -6.399], [-5.617, 2.242, 1.872], [0.178, 0.996, -4.817], [3.963, -5.759, -4.343], [-1.849, 5.338, 3.120], [0.281, 1.987, -5.731], [-7.704, -2.569, 0.401], [2.685, 2.087, 2.261], [-4.388, 0.136, -1.847], [6.193, 1.234, -3.604], [-2.990, -4.112, 1.973], [1.366, -0.852, -1.663], [-7.881, -1.307, -1.256], [4.297, -4.568, -1.759], [4.618, -3.426, 2.223], [0.577, -2.844, 2.846], [-7.508, 1.884, 2.701], [0.059, 1.449, 4.201], [3.937, 1.597, 0.421], [4.742, -0.845, -5.451], [0.219, 3.140, -5.457], [4.584, 3.023, 2.762], [0.515, 1.499, -6.966], [5.905, -0.324, -4.996], [4.404, -1.688, 2.634], [1.179, -0.750, -4.949], [-8.375, -1.819, -0.015], [-1.098, 0.123, -1.132], [3.944, -2.573, 2.199], [-0.188, 0.341, -0.380], [5.670, 0.291, -3.740], [-7.147, 0.948, 1.241], [1.911, -2.603, 1.055], [-1.904, -4.778, 1.508], [-9.354, -2.231, -0.225], [-3.756, 2.786, 3.054], [1.662, -2.753, 2.372], [-0.291, 1.010, 0.777], [3.489, -1.273, 0.585], [-0.572, -0.859, -5.322], [-4.608, -0.148, -3.538], [3.771, 0.286, -2.757], [-0.289, -0.167, 3.023], [-1.339, 4.724, 2.390], [0.340, -0.281, -5.459], [0.091, 4.879, 2.469], [1.798, 3.492, 6.856], [0.045, -0.429, -7.626], [1.729, -0.106, -7.120], [6.078, -5.552, -2.124], [-1.172, -3.963, 0.708], [-1.637, -5.906, 1.740], [4.145, -2.373, -2.224], [1.459, 1.347, 5.960], [4.822, -5.277, -3.880]]
}

---

Entry 5:
{
  "formula": "C2H6OP2S3",
  "method": "ωB97M-V with the def2-TZVPD basis set",
  "total_charge": 0,
  "symbols": ["H", "C", "P", "S", "H", "C", "H", "S", "H", "H", "O", "P", "S", "H"],
  "xyz": [[-2.320, 0.927, -1.642], [-1.660, 1.037, -0.740], [1.438, -0.214, -0.177], [2.853, -1.543, 0.514], [3.810, -0.784, 0.271], [0.109, -0.221, 1.104], [-0.820, 1.731, -0.741], [2.193, 1.548, -0.480], [-2.314, 1.185, 0.125], [-0.074, 0.742, 1.373], [0.235, -0.856, -1.183], [-1.183, -0.580, -0.261], [-2.461, -2.039, -0.173], [0.194, -0.934, 2.010]]
}

---

Entry 6:
{
  "formula": "C24H26N2O4S",
  "method": "ωB97M-V with the def2-TZVPD basis set",
  "total_charge": 0,
  "symbols": ["C", "C", "C", "C", "H", "H", "C", "H", "C", "H", "C", "H", "H", "C", "H", "C", "C", "H", "N", "C", "C", "H", "C", "H", "H", "O", "H", "C", "O", "C", "C", "H", "C", "N", "H", "C", "H", "H", "C", "C", "C", "H", "H", "H", "S", "H", "C", "H", "H", "H", "C", "H", "H", "C", "O", "O", "H"],
  "xyz": [[3.604, 0.559, 1.068], [-0.101, -2.792, -4.256], [1.050, -1.411, -0.778], [0.536, 1.282, 3.980], [-0.193, 2.662, 0.227], [-1.758, 3.239, 0.795], [-0.666, -2.600, -1.768], [1.957, 2.655, 1.212], [1.785, 1.978, 2.035], [-2.161, -1.320, 5.338], [2.936, -0.115, -0.119], [-1.589, -3.148, -1.840], [1.382, -0.814, 1.121], [-1.073, 0.523, 5.571], [-1.079, -0.944, 3.981], [-0.739, 3.539, 0.564], [-0.090, 4.146, 1.806], [0.929, 4.490, 1.585], [-1.960, -2.670, 0.891], [-0.719, -1.639, -5.011], [-0.158, -2.044, -0.558], [4.097, 1.461, 0.702], [-0.493, 0.509, -6.071], [1.242, -0.517, 4.905], [-0.759, 4.273, -0.237], [-0.097, 3.266, 2.909], [0.130, 1.337, -6.376], [2.410, -0.016, 3.202], [3.371, -0.087, -1.254], [-2.079, -1.613, -5.283], [1.383, 0.195, 4.109], [-2.703, -2.442, -4.977], [0.069, -0.566, -5.408], [1.791, -0.779, 0.179], [-2.595, -0.062, 4.169], [0.139, -2.390, -2.837], [-2.289, 1.364, -6.864], [-0.768, -3.655, -4.282], [0.757, 2.206, 2.932], [-1.850, 0.525, -6.344], [2.609, 0.861, 2.152], [-0.314, 0.055, 6.212], [4.379, -0.120, 1.433], [0.849, -3.065, -4.721], [1.565, -1.473, -2.416], [3.042, -0.884, 3.312], [-1.772, -0.524, 4.708], [-2.402, -2.685, 1.795], [-2.448, -3.046, 0.100], [-0.674, 5.006, 2.146], [-0.752, -2.072, 0.778], [-3.702, -0.532, -6.159], [-1.798, 1.027, 6.217], [-2.643, -0.538, -5.949], [-0.513, 1.567, 4.801], [-0.201, -1.585, 1.763], [1.128, -0.576, -5.191]]
}

---

What did we get for total energy? Answer: -327.2810; -7003.5720; -361.4895; -3770.4981; -2032.3837; -1738.8522 Ha, in the order shown.
What did we get for ΔE to the lowest compared entry with this formula, charge and spin? Answer: 4.8582; 0.0000; 0.2756; 0.0000; 0.0447; 0.0454 eV, in the order shown.